Record 1
DFT (the ωB97M-V functional and the def2-TZVPD basis) results for a single C17H22ClN5O3 molecule at a distorted geometry.

Geometry as ORCA input:
```
! RIJCOSX wB97M-V def2-TZVPD def2/J DEFGRID3
* xyz 0 1
O 0.88 -3.95 5.91
O 1.38 -0.54 -3.65
Cl 1.80 4.62 -1.23
N -1.77 -1.89 0.78
N 0.37 -2.20 1.81
O -1.26 -3.54 5.36
C 0.03 -3.58 5.09
C 0.98 0.13 -2.77
C -0.45 -1.73 0.87
C -2.28 -2.57 1.73
C -0.24 -2.57 2.92
C -1.61 -2.84 2.90
N 0.60 -3.02 3.96
N -0.29 0.70 -2.92
N 0.06 -1.12 -0.17
C -2.18 -3.40 4.22
C -0.59 4.39 -2.43
C -0.26 3.07 -3.08
C -0.33 3.31 -0.19
C 1.45 1.34 -0.75
C 0.03 4.50 -1.07
C -0.71 1.90 -2.16
C -0.01 1.91 -0.80
C 1.82 -2.53 -1.08
C 1.74 0.04 -1.45
C 1.49 -1.16 -0.57
H -3.34 -2.76 1.76
H 1.59 -3.23 3.78
H -0.78 0.53 -3.76
H -0.56 -1.35 -1.05
H -2.93 -2.66 4.53
H -2.61 -4.40 4.08
H -1.63 4.46 -2.28
H -0.34 5.29 -3.00
H 0.66 3.06 -3.65
H -0.96 2.83 -3.87
H 0.16 3.40 0.85
H -1.39 3.37 0.19
H 2.22 2.05 -1.19
H 1.62 1.24 0.27
H -0.38 5.45 -0.64
H -1.80 1.87 -1.97
H -0.72 1.28 -0.19
H 2.73 -2.57 -1.77
H 1.87 -3.23 -0.22
H 1.04 -2.89 -1.70
H 2.79 -0.07 -1.71
H 2.12 -0.96 0.29
*
```

Properties
HOMO   -8.64 eV
SMILES   C[C@H](Nc1ncc2c(n1)NC(=O)OC2)[C@@H]1C[C@H]2C[C@@H](Cl)CC[C@H]2NC1=O
Relative energy (zero: lowest compared OMol25 entry of this formula, charge and spin)   43.7 kcal per mole

natural (NBO) population analysis, charges in e, atoms 1 to 5: O -0.618; O -0.600; Cl -0.067; N -0.506; N -0.540



Record 2
DFT (the ωB97M-V functional and the def2-TZVPD basis) results for a molecular structure, C17H22FGaN3O9P2 at a distorted geometry.

Geometry as ORCA input:
```
! RIJCOSX wB97M-V def2-TZVPD def2/J DEFGRID3
* xyz -1 1
C -4.40 2.93 3.77
C -4.01 3.50 2.41
O -4.68 4.40 1.95
N -2.85 3.03 1.75
C -1.65 3.73 2.22
Ga -2.73 1.09 1.66
C -1.82 0.51 -0.09
C -2.85 0.03 -1.02
O -3.26 -1.07 -1.15
F -3.38 1.01 -1.81
P -1.62 0.24 3.61
P -0.31 -1.33 2.89
O 0.43 -2.08 3.93
O 0.69 -0.75 1.75
O -1.33 -2.28 2.06
H -4.26 1.85 3.84
H -3.80 3.41 4.56
H -5.46 3.16 3.95
H -1.83 4.33 3.13
H -1.28 4.43 1.45
H -0.82 3.04 2.43
H -4.21 0.49 1.72
H -1.34 1.42 -0.48
H -1.10 -0.31 0.06
H -0.71 1.21 4.08
H 0.43 0.17 1.55
H -2.22 -1.90 2.00
C 3.27 0.81 -3.78
C 1.99 0.57 -3.28
C 1.68 0.94 -1.98
C 2.65 1.55 -1.21
C 3.93 1.79 -1.69
C 4.23 1.42 -2.99
N 2.33 1.95 0.17
O 1.20 1.72 0.57
O 3.19 2.49 0.82
H 3.51 0.51 -4.79
H 1.25 0.09 -3.90
H 0.70 0.75 -1.57
H 4.67 2.27 -1.06
H 5.22 1.60 -3.38
C 0.33 -4.09 -0.24
C -0.05 -3.17 -1.21
C 0.78 -2.93 -2.30
C 1.98 -3.62 -2.39
C 2.37 -4.53 -1.43
C 1.54 -4.76 -0.35
N 2.86 -3.37 -3.54
O 2.53 -2.52 -4.34
O 3.87 -4.04 -3.63
H -0.31 -4.27 0.61
H -1.00 -2.66 -1.13
H 0.49 -2.22 -3.06
H 3.32 -5.05 -1.53
H 1.84 -5.47 0.41
*
```

Properties
HOMO   -5.42 eV

natural (NBO) population analysis, charges in e, atoms 1 to 5: C -0.730; C 0.726; O -0.581; N -0.900; C -0.400



Record 3
DFT (the ωB97M-V functional and the def2-TZVPD basis) results for a molecular structure, C17H22LiN4O9P2S2.

Geometry as ORCA input:
```
! RIJCOSX wB97M-V def2-TZVPD def2/J DEFGRID3
* xyz -1 1
Li -0.07 0.31 -0.29
C -3.14 2.80 1.28
C -3.00 1.31 1.49
O -4.01 0.87 2.42
P -3.12 0.29 -0.04
O -4.41 0.88 -0.79
O -3.39 -1.08 0.52
O -1.90 0.55 -0.87
P -1.34 0.90 2.15
O -1.42 1.28 3.70
O -1.29 -0.68 2.13
O -0.21 1.54 1.45
H -4.09 3.01 0.79
H -2.32 3.17 0.65
H -3.11 3.32 2.24
H -4.18 -0.06 2.18
H -4.33 0.75 -1.75
H -2.01 -1.10 1.57
H -0.55 1.55 4.02
O 2.32 -4.20 1.23
C 3.31 -3.27 1.23
C 4.53 -3.58 1.84
C 5.56 -2.65 1.89
C 5.38 -1.40 1.32
C 4.16 -1.10 0.72
C 3.11 -2.02 0.64
C 1.86 -1.54 -0.06
O 1.73 -0.30 -0.23
N 1.04 -2.49 -0.46
N 0.00 -1.92 -1.22
C -0.98 -2.69 -1.38
S -2.27 -2.25 -2.52
C -3.34 -3.67 -2.17
C -3.01 -4.18 -0.77
S -1.21 -4.26 -0.58
H 2.64 -4.97 1.71
H 4.65 -4.56 2.29
H 6.49 -2.91 2.37
H 6.16 -0.66 1.36
H 3.98 -0.13 0.30
H -3.19 -4.45 -2.92
H -4.37 -3.33 -2.20
H -3.41 -5.19 -0.62
H -3.42 -3.50 -0.03
N 1.95 5.94 -2.17
C 1.48 4.64 -1.98
C 2.36 3.58 -1.78
C 1.85 2.31 -1.55
N 0.55 2.04 -1.50
C -0.29 3.06 -1.68
C 0.12 4.36 -1.92
H 2.88 6.00 -2.55
H 1.30 6.55 -2.65
H 3.43 3.73 -1.80
H 2.50 1.47 -1.37
H -1.34 2.80 -1.63
H -0.62 5.15 -2.05
*
```

Properties
HOMO   -4.09 eV
Relative energy (zero: lowest compared OMol25 entry of this formula, charge and spin)   0.0 kcal per mole

natural (NBO) population analysis, charges in e, atoms 1 to 5: Li 0.862; C -0.628; C -0.496; O -0.733; P 2.367



Record 4
DFT (the ωB97M-V functional and the def2-TZVPD basis) results for a single C17H22N2O2S molecule.

Geometry as ORCA input:
```
! RIJCOSX wB97M-V def2-TZVPD def2/J DEFGRID3
* xyz 0 1
C 1.53 3.55 0.84
H 0.49 3.55 1.17
H 2.10 2.87 1.48
H 1.93 4.55 0.96
C 1.63 3.10 -0.62
C 1.08 1.71 -0.79
C -0.21 1.48 -1.15
N -0.71 0.23 -1.27
C 0.06 -0.78 -1.01
N 1.36 -0.68 -0.65
C 1.95 0.60 -0.50
O 3.11 0.72 -0.15
C 2.10 -1.91 -0.36
C 3.54 -1.89 -0.86
H 4.16 -1.23 -0.26
H 3.94 -2.90 -0.81
H 3.57 -1.54 -1.89
C 1.98 -2.29 1.13
C 2.38 -1.18 2.10
H 3.38 -0.81 1.88
H 1.68 -0.35 2.05
H 2.37 -1.57 3.12
H 2.61 -3.16 1.29
H 0.95 -2.58 1.33
H 1.59 -2.70 -0.93
S -0.70 -2.36 -1.11
C -2.41 -1.87 -1.55
C -3.04 -0.97 -0.55
C -2.96 -1.25 0.81
C -3.54 -0.40 1.74
C -4.20 0.74 1.32
C -4.29 1.02 -0.04
C -3.71 0.17 -0.96
H -3.78 0.39 -2.02
H -4.81 1.91 -0.37
H -4.65 1.41 2.04
H -3.47 -0.62 2.79
H -2.44 -2.13 1.14
H -2.93 -2.83 -1.61
H -2.37 -1.41 -2.54
O -1.09 2.47 -1.40
H -1.94 2.06 -1.59
H 2.68 3.09 -0.91
H 1.08 3.79 -1.25
*
```

Properties
HOMO   -8.23 eV
SMILES   CCc1c(O)nc(SCc2ccccc2)n([C@@H](C)CC)c1=O
Relative energy (zero: lowest compared OMol25 entry of this formula, charge and spin)   27.2 kcal per mole

natural (NBO) population analysis, charges in e, atoms 1 to 5: C -0.595; H 0.201; H 0.211; H 0.205; C -0.412



Record 5
DFT (the ωB97M-V functional and the def2-TZVPD basis) results for a single C17H22N2O2S molecule.

Geometry as ORCA input:
```
! RIJCOSX wB97M-V def2-TZVPD def2/J DEFGRID3
* xyz 0 1
C -3.79 -1.75 -0.40
C -5.04 -1.08 0.18
C -5.25 0.35 -0.32
H -4.97 0.41 -1.37
H -6.31 0.60 -0.25
C -4.47 1.41 0.48
C -2.98 1.29 0.34
C -2.20 0.87 1.41
C -0.83 0.73 1.27
C -0.24 1.02 0.05
C -1.00 1.45 -1.02
C -2.37 1.59 -0.87
H -2.97 1.94 -1.70
H -0.50 1.68 -1.94
S 1.51 0.76 -0.15
O 2.14 0.83 1.13
O 1.97 1.58 -1.23
N 1.49 -0.83 -0.68
H 1.70 -0.88 -1.66
C 2.17 -1.84 0.11
H 2.10 -1.50 1.14
C 3.64 -2.03 -0.28
C 4.39 -0.74 -0.09
C 4.88 -0.38 1.16
C 5.51 0.84 1.30
N 5.69 1.69 0.31
C 5.23 1.35 -0.88
C 4.58 0.15 -1.14
H 4.23 -0.08 -2.13
H 5.38 2.07 -1.67
H 5.90 1.16 2.26
H 4.75 -1.04 2.01
H 3.70 -2.35 -1.33
H 4.07 -2.81 0.34
H 1.63 -2.79 0.00
H -0.20 0.42 2.09
H -2.67 0.65 2.36
H -4.75 1.34 1.53
H -4.78 2.40 0.12
H -4.98 -1.08 1.27
H -5.91 -1.67 -0.11
H -3.84 -1.77 -1.49
H -2.89 -1.23 -0.11
H -3.73 -2.78 -0.05
*
```

Properties
HOMO   -9.20 eV
SMILES   CCCCc1ccc(S(=O)(=O)NCCc2ccncc2)cc1
Relative energy (zero: lowest compared OMol25 entry of this formula, charge and spin)   59.3 kcal per mole

natural (NBO) population analysis, charges in e, atoms 1 to 5: C -0.607; C -0.399; C -0.383; H 0.196; H 0.208



no.,LUMO energy (eV),energy (a.u.)
1,0.362,-1620.69184
2,1.206,-4209.81626
3,2.591,-3044.23093
4,0.505,-1319.21442
5,0.627,-1319.16333